Here is a cluster of 11 separate species, C2H28N3O10 in total in a non-equilibrium geometry from the OMol25 dataset. Energies are from ωB97M-V with the def2-TZVPD basis set.

Last column: Mulliken spin population.
Atoms and positions in Å:
C -1.60544 -0.94865 3.07747  0.03
N -2.19488 -1.97934 2.17217  0.01
C -1.53381 -2.26791 0.95079  0.68
N -1.54468 -3.56508 0.39513  0.14
N -0.77098 -1.32175 0.35918  0.09
H -2.28316 -0.17103 3.25116  0.02
H -0.58952 -0.69459 2.77643  -0.01
H -1.42161 -1.53287 3.99767  0.00
H -3.18698 -2.00741 2.07116  0.04
H -2.26412 -4.14534 0.56241  0.00
H -1.23150 -3.53327 -0.64136  -0.02
H -0.84180 -1.22136 -0.71205  0.02
H -0.65447 -0.34511 0.77368  -0.03
H 1.78402 2.82152 -0.28998  0.00
H 2.32065 4.14320 -0.98558  0.00
O 2.16609 3.64455 -0.25059  0.00
H 3.11816 -2.29088 -0.68933  0.00
H 3.73012 -2.03626 0.59810  0.00
O 3.05058 -2.46876 0.26701  0.00
H 2.09690 0.89413 0.95503  0.00
H 2.19022 -0.33320 -0.08621  0.00
O 1.77807 0.63460 0.16529  0.01
H 3.30268 0.02850 -3.01795  0.00
H 2.90647 0.56389 -1.79225  0.00
O 2.75687 -0.26120 -2.36169  0.00
H -0.01156 -2.73707 -2.83003  0.00
H 0.30027 -1.92083 -1.61122  0.00
O -0.35689 -2.22265 -2.15069  0.00
H -0.17742 1.56140 3.87611  0.00
H -0.93458 2.76642 3.41296  0.00
O -0.97757 1.74914 3.29801  0.00
H -0.59958 1.08129 -1.31896  0.01
H 0.26155 2.22813 -0.79048  0.00
O -0.37212 1.93800 -1.43436  0.01
H 0.31110 3.68115 1.98618  0.00
H 1.77000 3.64824 1.44374  0.00
O 1.13361 3.19170 2.05078  0.00
H -0.00609 0.77245 -3.04113  0.00
H -0.22106 1.37564 -4.45123  0.00
O -0.05917 0.59090 -3.97749  0.00
H -3.29271 0.77882 -2.24725  0.00
H -4.30449 -0.24981 -2.10167  0.00
O -3.54119 0.16073 -1.65896  0.00

Values from the calculation:
Frontier orbital gap (spin up / spin down)   3.40 / 7.76 eV
LUMO energy (spin up / spin down)   0.0 / 0.0 eV
2S+1   2